1.
Entry from the Open Molecules 2025 dataset: a cluster of 11 separate species, C22H61BN2O12 in total in a non-equilibrium geometry (ωB97M-V/def2-TZVPD).

Element x y z (Å)
1 C 2.69 -2.97 0.93
2 B 3.77 -1.80 1.39
3 O 4.56 -2.10 2.63
4 C 3.98 -0.36 0.62
5 C 4.41 -0.51 -0.98
6 N 4.80 -0.83 -2.19
7 C 2.60 0.58 0.72
8 C 2.11 0.43 2.31
9 N 1.62 0.52 3.52
10 O 1.65 -0.01 -0.23
11 C 0.64 0.96 -0.69
12 C -0.73 0.90 0.26
13 C -1.70 2.13 -0.28
14 C -1.36 -0.60 0.02
15 C -2.57 -1.02 1.05
16 C -2.99 -2.59 0.65
17 C -2.08 -1.10 2.64
18 H 3.28 -4.00 0.89
19 H 1.88 -3.11 1.80
20 H 2.18 -2.78 -0.10
21 H 5.52 -1.87 2.37
22 H 4.91 0.17 1.14
23 H 2.92 1.68 0.49
24 H 1.04 2.05 -0.85
25 H 0.28 0.57 -1.76
26 H -0.50 1.15 1.39
27 H -1.09 3.14 -0.45
28 H -2.18 1.82 -1.30
29 H -2.58 2.37 0.45
30 H -0.51 -1.43 0.11
31 H -1.79 -0.67 -1.10
32 H -3.44 -0.26 0.89
33 H -1.96 -3.17 0.49
34 H -3.57 -3.13 1.51
35 H -3.58 -2.52 -0.36
36 H -2.99 -0.94 3.38
37 H -1.61 -2.19 2.75
38 H -1.29 -0.28 2.88
39 C 2.69 0.01 -5.18
40 O 2.97 -1.36 -4.95
41 H 2.18 0.12 -6.14
42 H 2.05 0.40 -4.39
43 H 3.63 0.57 -5.21
44 H 3.42 -1.42 -4.10
45 C 6.09 -1.99 5.74
46 O 7.15 -1.91 4.80
47 H 5.26 -1.36 5.39
48 H 5.75 -3.02 5.82
49 H 6.43 -1.63 6.71
50 H 7.86 -2.48 5.14
51 C -5.83 -2.19 4.19
52 O -4.76 -1.31 4.46
53 H -6.12 -2.09 3.14
54 H -5.52 -3.22 4.39
55 H -6.69 -1.94 4.82
56 H -4.53 -1.42 5.40
57 C -1.95 1.80 5.47
58 O -1.90 0.40 5.32
59 H -2.99 2.13 5.40
60 H -1.54 2.08 6.44
61 H -1.37 2.27 4.67
62 H -0.97 0.13 5.38
63 C -0.57 -2.01 -7.32
64 O 0.37 -1.28 -6.55
65 H -1.20 -1.31 -7.88
66 H -0.04 -2.66 -8.03
67 H -1.20 -2.61 -6.66
68 H 0.91 -1.93 -6.08
69 C -6.32 2.45 6.28
70 O -6.71 1.31 5.54
71 H -7.11 2.68 7.01
72 H -5.39 2.24 6.81
73 H -6.19 3.29 5.61
74 H -6.00 1.12 4.90
75 C -6.14 2.02 10.32
76 O -5.08 2.09 9.38
77 H -6.97 2.64 9.97
78 H -6.49 0.98 10.40
79 H -5.80 2.38 11.29
80 H -4.37 1.52 9.71
81 C 2.29 1.13 -9.32
82 O 0.91 1.12 -9.01
83 H 2.44 1.66 -10.27
84 H 2.85 1.64 -8.53
85 H 2.65 0.10 -9.43
86 H 0.81 0.65 -8.16
87 C 7.62 1.77 -3.55
88 O 7.18 1.15 -4.75
89 H 8.53 2.33 -3.75
90 H 6.84 2.46 -3.19
91 H 7.82 1.01 -2.80
92 H 6.36 0.66 -4.53
93 C -1.89 1.73 -11.42
94 O -0.95 2.46 -10.65
95 H -2.52 2.43 -11.97
96 H -1.36 1.08 -12.13
97 H -2.52 1.13 -10.76
98 H -0.41 1.81 -10.17

Results
* multiplicity: 1
* lowest unoccupied orbital energy: -0.01711 Eh
* SMILES: CB(O)[C@@H](C#N)[C@H](C#N)OC[C@@H](C)CC(C)C.CO.CO.CO.CO.CO.CO.CO.CO.CO.CO
* total charge: 0



2.
Entry from the Open Molecules 2025 dataset: a cluster of 8 separate species, C22H61N10O12 in total in a non-equilibrium geometry (ωB97M-V/def2-TZVPD).

Element x y z (Å)
1 N -1.14 0.50 1.28
2 H -1.24 -0.12 0.49
3 H -0.52 1.29 1.13
4 H -0.73 -0.18 1.90
5 H -1.98 0.76 1.78
6 C -1.22 -2.70 0.92
7 O -1.22 -3.88 0.77
8 O -0.56 -2.32 1.88
9 O -1.80 -1.88 0.11
10 C -3.50 2.90 1.78
11 O -2.90 2.79 0.54
12 C -2.00 3.85 0.24
13 C -0.71 3.93 1.10
14 N 0.27 2.81 1.01
15 C 1.44 3.01 1.92
16 C 1.15 2.86 3.38
17 O 1.02 1.49 3.70
18 C 0.74 1.33 5.08
19 H -2.70 2.74 2.51
20 H -4.30 2.16 1.90
21 H -3.85 3.90 2.01
22 H -2.54 4.79 0.16
23 H -1.70 3.75 -0.80
24 H -1.07 4.06 2.12
25 H -0.27 4.88 0.79
26 H 0.65 2.79 0.08
27 H 1.77 4.02 1.70
28 H 2.19 2.25 1.74
29 H 0.25 3.38 3.71
30 H 1.95 3.37 3.91
31 H -0.16 1.78 5.49
32 H 1.52 1.88 5.60
33 H 0.72 0.25 5.24
34 C 2.16 3.27 -1.64
35 O 1.00 2.41 -1.55
36 C 0.57 2.03 -2.82
37 C -0.78 1.37 -2.83
38 N -0.98 0.65 -4.12
39 C -2.34 0.09 -3.98
40 C -2.52 -0.81 -5.17
41 O -1.73 -2.05 -5.07
42 C -2.13 -3.05 -6.00
43 H 2.85 2.95 -2.42
44 H 2.60 3.22 -0.64
45 H 1.98 4.32 -1.86
46 H 1.33 1.37 -3.25
47 H 0.64 2.84 -3.55
48 H -1.53 2.13 -2.62
49 H -0.90 0.74 -1.94
50 H -0.40 -0.17 -4.12
51 H -3.09 0.88 -4.05
52 H -2.45 -0.53 -3.09
53 H -2.29 -0.26 -6.08
54 H -3.59 -1.04 -5.09
55 H -1.98 -2.80 -7.05
56 H -3.20 -3.22 -6.06
57 H -1.64 -4.00 -5.77
58 C 0.94 -1.76 -2.82
59 O 1.99 -0.90 -2.24
60 C 1.70 -0.58 -0.86
61 C 2.94 0.06 -0.18
62 N 4.17 -0.62 -0.56
63 C 4.39 -1.94 0.03
64 C 5.53 -2.67 -0.68
65 O 5.33 -2.85 -2.04
66 C 4.28 -3.67 -2.45
67 H 1.05 -1.91 -3.89
68 H -0.07 -1.42 -2.59
69 H 0.97 -2.81 -2.50
70 H 1.58 -1.51 -0.31
71 H 0.83 0.06 -0.68
72 H 2.88 0.06 0.91
73 H 3.08 1.12 -0.40
74 H 4.00 -0.88 -1.52
75 H 3.52 -2.57 -0.18
76 H 4.41 -1.94 1.12
77 H 5.78 -3.59 -0.15
78 H 6.41 -2.04 -0.69
79 H 4.31 -3.78 -3.53
80 H 3.32 -3.23 -2.17
81 H 4.40 -4.67 -2.05
82 C 2.47 -1.92 3.66
83 O 3.29 -1.46 4.42
84 N 1.73 -1.19 2.86
85 N 2.25 -3.17 3.43
86 H 1.76 -0.19 3.02
87 H 0.89 -1.63 2.50
88 H 1.48 -3.49 2.87
89 H 2.75 -3.90 3.92
90 C -4.81 -0.47 -1.26
91 O -5.64 0.34 -1.60
92 N -3.79 -0.08 -0.65
93 N -4.71 -1.70 -1.60
94 H -3.67 0.91 -0.50
95 H -2.97 -0.64 -0.49
96 H -5.40 -2.21 -2.13
97 H -3.96 -2.23 -1.18
98 C -2.38 -0.36 4.47
99 O -2.68 0.46 3.62
100 N -1.50 -1.29 4.37
101 N -3.02 -0.39 5.60
102 H -1.34 -1.87 5.18
103 H -1.23 -1.61 3.45
104 H -2.82 -1.07 6.32
105 H -3.58 0.44 5.77

Results
* multiplicity: 2
* lowest unoccupied orbital energy (alpha / beta): 0.14868 / 0.14850 Eh
* total charge: -2



3.
Entry from the Open Molecules 2025 dataset: a cluster of 7 separate species, C22H61N3O8 in total in a non-equilibrium geometry (ωB97M-V/def2-TZVPD).

Element x y z (Å)
1 C 19.99 -2.35 14.88
2 C 21.34 -2.88 14.23
3 C 21.64 -2.31 12.85
4 O 20.71 -2.75 11.84
5 C 20.90 -2.32 10.49
6 N 22.42 -2.40 15.10
7 H 19.14 -2.38 14.20
8 H 20.12 -1.30 15.16
9 H 19.74 -2.90 15.78
10 H 21.32 -3.96 14.16
11 H 22.64 -2.69 12.63
12 H 21.69 -1.22 12.86
13 H 21.95 -2.42 10.22
14 H 20.73 -1.25 10.41
15 H 20.19 -2.77 9.80
16 H 23.32 -2.64 14.72
17 H 22.32 -2.92 15.95
18 C 17.03 -0.41 12.91
19 C 15.90 0.62 13.12
20 C 14.81 0.60 12.03
21 O 15.28 1.27 10.84
22 C 14.55 0.97 9.67
23 N 15.28 0.27 14.44
24 H 16.72 -1.45 12.95
25 H 17.75 -0.21 13.70
26 H 17.49 -0.23 11.93
27 H 16.28 1.61 13.36
28 H 13.83 0.97 12.34
29 H 14.58 -0.44 11.80
30 H 14.89 0.01 9.28
31 H 14.73 1.74 8.92
32 H 13.48 0.87 9.87
33 H 15.94 0.45 15.18
34 H 14.59 1.01 14.57
35 C 18.28 -0.29 8.20
36 C 18.89 -0.96 7.01
37 O 18.41 -2.28 6.78
38 H 18.61 -0.79 9.12
39 H 17.19 -0.28 8.19
40 H 18.57 0.75 8.30
41 H 19.97 -1.01 7.10
42 H 18.66 -0.34 6.14
43 H 17.58 -2.21 6.31
44 C 15.41 -0.72 5.23
45 C 16.25 -1.70 4.37
46 O 16.26 -2.89 5.16
47 H 14.60 -1.21 5.78
48 H 14.92 -0.05 4.54
49 H 15.98 -0.16 5.98
50 H 17.29 -1.42 4.18
51 H 15.79 -1.84 3.39
52 H 15.38 -3.22 5.34
53 C 21.60 1.77 5.22
54 C 22.95 2.23 4.68
55 O 23.21 1.52 3.51
56 H 21.29 2.52 5.95
57 H 21.58 0.82 5.76
58 H 20.84 1.82 4.44
59 H 23.76 2.00 5.38
60 H 22.91 3.28 4.41
61 H 24.02 1.02 3.63
62 C 20.59 -4.49 6.67
63 C 19.65 -5.20 7.56
64 O 20.48 -5.95 8.42
65 H 21.06 -3.62 7.12
66 H 20.12 -4.20 5.73
67 H 21.39 -5.10 6.24
68 H 19.04 -5.89 6.97
69 H 19.00 -4.51 8.11
70 H 21.15 -5.32 8.69
71 C 18.33 3.52 6.89
72 O 17.18 2.81 6.57
73 C 15.91 3.47 6.50
74 C 15.89 4.38 5.24
75 N 16.06 3.67 3.97
76 C 16.39 4.53 2.87
77 C 17.91 4.93 2.74
78 O 18.74 3.87 2.24
79 C 20.13 4.19 2.25
80 H 18.12 4.05 7.82
81 H 18.51 4.10 5.99
82 H 19.19 2.88 7.08
83 H 15.69 3.97 7.44
84 H 15.16 2.69 6.39
85 H 16.63 5.17 5.37
86 H 14.91 4.84 5.30
87 H 16.94 3.20 4.13
88 H 15.78 5.44 2.93
89 H 16.06 4.10 1.93
90 H 18.34 5.17 3.72
91 H 17.95 5.83 2.12
92 H 20.79 3.34 2.12
93 H 20.30 4.69 3.21
94 H 20.42 4.89 1.47

Results
* multiplicity: 2
* lowest unoccupied orbital energy (alpha / beta): -0.09499 / -0.31667 Eh
* total charge: +1